# 1
Here is a single C2H6N2O2 molecule from the Open Molecules 2025 dataset. Energies are from ωB97M-V with the def2-TZVPD basis set.

Element x y z (Å)
C1 -1.27 -0.64 -1.11
C2 1.35 0.62 1.20
N1 -0.21 0.13 -0.54
N2 0.12 -0.09 0.65
O1 1.44 2.01 1.14
O2 -0.36 -0.93 1.41
H1 -1.10 -0.66 -2.18
H2 -1.29 -1.66 -0.70
H3 -2.23 -0.17 -0.90
H4 1.35 0.35 2.26
H5 2.20 0.14 0.69
H6 1.45 2.30 0.22

Values from the calculation:
- energy relative to the best compared isomer or geometry (same formula, charge and spin) (kcal/mol) = 85.80
- maximum force (eV/A) = 1.9
- calculated total energy (eV) = -9243.597
- HOMO energy (eV) = -9.8478
- 2S+1 = 1
- Kohn-Sham gap (eV) = 10.555
- net charge = 0
- SMILES = C/N=[N+](\[O-])CO
- E_LUMO (hartree) = 0.02601

# 2
Here is a molecular structure, CH6N2 from the Open Molecules 2025 dataset. Energies are from ωB97M-V with the def2-TZVPD basis set.

Element x y z (Å)
N1 -1.34 -0.93 -0.23
C1 -0.99 0.39 -0.25
N2 1.45 0.38 0.18
H1 -0.17 -0.69 -0.60
H2 -1.24 -1.61 0.53
H3 2.02 1.14 0.55
H4 -1.86 0.93 -0.51
H5 -0.02 0.73 0.29
H6 2.15 -0.34 0.05

Values from the calculation:
- energy relative to the best compared isomer or geometry (same formula, charge and spin) (kcal/mol) = 165.11
- maximum force (eV/A) = 4.2
- calculated total energy (eV) = -4107.174
- HOMO energy (eV) = -7.5456
- 2S+1 = 1
- Kohn-Sham gap (eV) = 6.415
- net charge = 0
- E_LUMO (hartree) = -0.04156

# 3
Here is a molecular structure, C31H33BCoFN8O5Si from the Open Molecules 2025 dataset. Energies are from ωB97M-V with the def2-TZVPD basis set.

Element x y z (Å)
Co1 1.13 1.26 0.10
C1 1.21 1.33 4.53
C2 0.66 0.84 3.34
N1 1.22 1.42 2.30
N2 2.13 2.28 2.76
C3 2.15 2.25 4.10
B1 2.98 3.07 1.77
N3 2.02 3.84 0.84
C4 1.81 5.15 0.71
C5 0.86 5.35 -0.27
C6 0.53 4.06 -0.70
N4 1.24 3.17 -0.01
N5 3.69 2.06 0.85
C7 5.00 1.88 0.65
C8 5.15 0.91 -0.32
C9 3.85 0.55 -0.66
N6 2.99 1.25 0.06
H1 0.97 1.06 5.53
H2 -0.11 0.09 3.22
H3 2.81 2.88 4.66
H4 3.74 3.80 2.31
H5 2.33 5.86 1.32
H6 0.46 6.27 -0.63
H7 -0.16 3.76 -1.46
H8 5.73 2.44 1.19
H9 6.06 0.52 -0.73
H10 3.49 -0.17 -1.38
F1 -4.44 1.36 2.88
C10 -4.54 1.62 1.55
C11 -3.44 1.05 0.73
N7 -3.51 1.45 -0.66
C12 -2.49 1.01 -1.59
C13 -1.04 1.15 -1.14
O1 -0.14 0.97 -1.96
O2 -0.77 1.46 0.06
C14 -4.47 2.27 -1.16
O3 -4.51 2.63 -2.33
N8 -5.45 2.70 -0.29
C15 -5.53 2.49 1.10
O4 -6.41 3.06 1.74
H11 -2.47 1.41 1.12
H12 -2.62 1.61 -2.50
H13 -2.64 -0.04 -1.85
H14 -6.14 3.31 -0.69
C16 0.53 -3.25 2.10
C17 0.92 -3.51 0.65
C18 0.19 -4.76 0.16
C19 2.42 -3.75 0.59
Si1 0.41 -1.96 -0.40
O5 1.08 -0.66 0.18
C20 0.92 -2.20 -2.23
C21 0.01 -2.20 -3.28
C22 0.42 -2.27 -4.60
C23 1.77 -2.30 -4.91
C24 2.70 -2.28 -3.88
C25 2.27 -2.25 -2.57
C26 -1.50 -1.87 -0.20
C27 -1.93 -0.98 0.73
C28 -3.34 -0.54 0.91
C29 -4.28 -1.28 0.04
C30 -3.83 -2.26 -0.79
C31 -2.47 -2.56 -0.95
H15 0.80 -4.10 2.74
H16 -0.54 -3.10 2.19
H17 1.03 -2.36 2.47
H18 0.51 -5.63 0.73
H19 0.41 -4.94 -0.89
H20 -0.88 -4.64 0.28
H21 2.72 -4.53 1.29
H22 2.96 -2.84 0.83
H23 2.72 -4.07 -0.41
H24 -1.05 -2.13 -3.07
H25 -0.32 -2.28 -5.40
H26 2.09 -2.34 -5.94
H27 3.76 -2.28 -4.11
H28 3.01 -2.24 -1.78
H29 -1.19 -0.50 1.36
H30 -3.62 -0.68 1.97
H31 -5.33 -1.03 0.10
H32 -4.55 -2.82 -1.37
H33 -2.17 -3.33 -1.65

Values from the calculation:
- energy relative to the best compared isomer or geometry (same formula, charge and spin) (kcal/mol) = 82.70
- maximum force (eV/A) = 3.3
- calculated total energy (eV) = -103745.399
- HOMO energy (spin up / spin down) (eV) = -4.1773 / -4.1741
- expectation value of S² = 0.754
- 2S+1 = 2
- Kohn-Sham gap (spin up / spin down) (eV) = 4.575 / 4.569
- net charge = -1
- E_LUMO (spin up / spin down) (hartree) = 0.01460 / 0.01452

# 4
Here is a molecular structure, C44H86F3MgO30 from the Open Molecules 2025 dataset. Energies are from ωB97M-V with the def2-TZVPD basis set.

Element x y z (Å)
Mg1 -0.56 -3.60 2.82
C1 -1.47 -1.14 0.71
O1 -0.19 -0.55 0.44
O2 -1.33 -2.16 1.66
C2 -2.62 -0.01 0.91
F1 -3.66 -0.38 1.66
F2 -2.11 1.10 1.39
F3 -3.21 0.27 -0.22
C3 -0.01 0.07 -0.82
C4 1.44 0.62 -0.65
H1 1.74 1.12 -1.57
H2 1.53 1.41 0.10
H3 2.22 -0.11 -0.44
H4 -0.61 0.96 -0.99
H5 0.04 -0.55 -1.72
H6 -1.77 -1.62 -0.22
C5 4.80 3.97 -1.29
C6 4.46 3.12 -2.49
C7 4.77 3.86 -3.76
O3 5.58 4.97 -3.39
C8 5.21 5.31 -2.02
H7 5.66 3.59 -0.73
H8 3.99 4.00 -0.56
H9 3.43 2.76 -2.50
H10 4.97 2.15 -2.54
H11 3.84 4.24 -4.18
H12 5.26 3.25 -4.52
H13 4.40 6.04 -2.01
H14 6.02 5.89 -1.58
C9 3.41 -2.71 -4.50
C10 4.38 -3.68 -3.83
C11 3.79 -3.94 -2.45
O4 3.04 -2.78 -2.20
C12 3.04 -1.84 -3.30
H15 2.57 -3.20 -5.00
H16 3.86 -2.15 -5.31
H17 5.33 -3.17 -3.68
H18 4.60 -4.64 -4.31
H19 4.53 -4.05 -1.67
H20 3.12 -4.80 -2.44
H21 3.74 -1.04 -3.04
H22 2.04 -1.40 -3.35
C13 -5.42 0.94 4.03
C14 -5.11 2.09 4.93
C15 -6.10 3.18 4.59
O5 -6.25 3.02 3.19
C16 -5.74 1.74 2.76
H23 -6.18 0.27 4.42
H24 -4.56 0.29 3.90
H25 -4.10 2.46 4.76
H26 -5.17 1.68 5.94
H27 -5.65 4.10 4.97
H28 -7.05 3.01 5.09
H29 -4.91 1.78 2.06
H30 -6.48 1.15 2.21
C17 -4.01 4.86 0.18
C18 -3.82 6.10 -0.61
C19 -3.59 5.59 -2.05
O6 -2.95 4.33 -1.86
C20 -3.55 3.74 -0.70
H31 -5.05 4.74 0.49
H32 -3.37 4.92 1.06
H33 -2.80 6.37 -0.34
H34 -4.51 6.94 -0.55
H35 -2.93 6.27 -2.59
H36 -4.49 5.62 -2.67
H37 -2.85 3.02 -0.29
H38 -4.41 3.14 -1.01
C21 0.16 -4.47 -1.22
O7 -0.08 -5.78 -0.76
C22 -0.51 -5.94 0.54
O8 -0.70 -5.02 1.34
O9 -0.86 -7.22 0.71
C23 -1.32 -7.70 1.97
H39 0.85 -3.87 -0.62
H40 -0.77 -3.95 -1.44
H41 0.56 -4.53 -2.23
H42 -0.57 -8.30 2.47
H43 -2.10 -8.44 1.83
H44 -1.63 -6.92 2.67
C24 -2.14 -0.27 4.71
O10 -1.38 -0.77 5.76
C25 -0.56 -1.83 5.51
O11 -0.51 -2.45 4.41
O12 0.24 -2.05 6.60
C26 1.06 -3.15 6.75
H45 -2.67 -0.98 4.07
H46 -1.50 0.32 4.06
H47 -2.96 0.34 5.09
H48 1.93 -3.23 6.09
H49 0.51 -4.09 6.70
H50 1.50 -3.06 7.74
C27 8.30 2.22 2.34
O13 7.78 1.14 1.68
C28 6.52 1.10 1.25
O14 5.71 2.02 1.38
O15 6.42 -0.05 0.63
C29 5.21 -0.27 -0.07
H51 8.06 3.13 1.78
H52 9.39 2.12 2.31
H53 7.89 2.28 3.34
H54 4.82 -1.25 0.22
H55 5.49 -0.35 -1.12
H56 4.42 0.48 0.05
C30 -5.11 -6.87 -3.85
O16 -5.28 -6.36 -2.52
C31 -4.33 -5.65 -1.92
O17 -3.17 -5.47 -2.41
O18 -4.84 -5.26 -0.81
C32 -4.03 -4.66 0.16
H57 -6.02 -7.12 -4.40
H58 -4.51 -7.78 -3.83
H59 -4.69 -6.04 -4.41
H60 -3.57 -5.31 0.90
H61 -4.65 -4.02 0.78
H62 -3.14 -4.11 -0.18
C33 1.16 2.36 2.88
O19 0.86 3.63 3.43
C34 -0.29 3.82 4.22
O20 -1.06 2.93 4.55
O21 -0.35 5.07 4.77
C35 0.54 6.13 4.33
H63 2.15 2.32 2.41
H64 0.38 2.10 2.17
H65 1.09 1.57 3.64
H66 0.71 6.17 3.25
H67 1.54 5.97 4.72
H68 0.19 7.13 4.58
C36 -1.07 5.28 -4.61
O22 -0.75 3.94 -4.92
C37 0.40 3.42 -4.52
O23 1.21 3.91 -3.75
O24 0.53 2.23 -5.14
C38 1.60 1.37 -4.82
H69 -0.26 5.90 -4.98
H70 -1.14 5.43 -3.53
H71 -2.06 5.51 -5.00
H72 1.80 1.41 -3.75
H73 2.52 1.60 -5.37
H74 1.36 0.36 -5.15
C39 2.25 -0.79 2.96
O25 2.95 -1.78 2.16
C40 2.40 -2.92 1.85
O26 1.28 -3.24 2.18
O27 3.32 -3.65 1.20
C41 3.16 -5.04 1.03
H75 1.25 -0.66 2.54
H76 2.84 0.12 2.86
H77 2.12 -0.96 4.03
H78 3.92 -5.50 0.41
H79 2.19 -5.25 0.59
H80 3.10 -5.47 2.04
C42 -2.79 1.65 -3.79
O28 -3.37 0.73 -4.76
C43 -3.37 -0.59 -4.58
O29 -4.06 -1.40 -5.25
O30 -2.56 -1.02 -3.58
C44 -2.35 -2.40 -3.29
H81 -3.28 1.56 -2.82
H82 -2.95 2.64 -4.20
H83 -1.71 1.56 -3.65
H84 -2.91 -3.14 -3.87
H85 -2.56 -2.54 -2.23
H86 -1.31 -2.56 -3.59

Values from the calculation:
- energy relative to the best compared isomer or geometry (same formula, charge and spin) (kcal/mol) = 73.89
- maximum force (eV/A) = 5.6
- calculated total energy (eV) = -122036.169
- HOMO energy (eV) = -10.6132
- 2S+1 = 1
- Kohn-Sham gap (eV) = 7.088
- net charge = +1
- E_LUMO (hartree) = -0.12956